Entry 1:
Molecular formula: C18H60N6O12
Method: DFT, ωB97M-V/def2-TZVPD

Calculated total energy (Ha): -1953.03665
Highest occupied orbital energy (eV): -8.2
ΔE to the lowest compared entry with this formula, charge and spin (kcal per mole): 185.0
Total charge: 0

Last column: Mulliken charge in e.
CARTESIAN COORDINATES (ANGSTROEM)
N1 -2.53257 2.49357 2.88490  -0.115
C1 -2.76457 1.18857 2.88190  0.190
N2 -2.37257 0.56557 1.81790  0.275
O1 -3.32757 0.48757 3.97990  -0.784
H1 -2.76657 2.99157 3.74690  0.250
H2 -2.00357 2.96657 2.12990  0.187
H3 -2.63057 -0.41543 1.69790  0.167
H4 -1.41257 0.73557 1.41290  -0.281
N3 -4.52457 3.16457 1.18490  -0.198
C2 -4.24357 2.80457 -0.03710  0.678
N4 -3.39357 1.84157 -0.21610  -0.072
O2 -4.92157 3.39557 -1.08510  -0.798
H5 -5.25557 3.94457 1.40190  0.275
H6 -3.83657 2.87057 1.92190  0.213
H7 -3.22657 1.56357 -1.25210  -0.373
H8 -2.96257 1.29357 0.58890  0.631
N5 1.63243 -3.56643 -0.57210  0.420
C3 1.44543 -4.81843 -0.27310  0.569
N6 2.42943 -5.60243 -0.73510  -0.343
O3 0.39143 -5.32843 0.43390  -0.718
H9 1.03943 -2.96843 -0.04110  -0.160
H10 2.30443 -3.09143 -1.20510  0.193
H11 2.29543 -6.55143 -0.51410  0.260
H12 3.32843 -5.26743 -1.20610  0.138
C4 -1.54357 2.89357 -3.07210  -0.729
C5 -2.06457 1.55457 -3.57710  0.155
O4 -3.19657 1.25057 -2.84710  -0.592
H13 -2.31457 3.68257 -3.18910  0.389
H14 -0.71657 3.19357 -3.75110  0.424
H15 -1.30057 2.73757 -2.03810  -0.249
H16 -1.25057 0.88957 -3.41810  -0.282
H17 -2.46157 1.50157 -4.57210  0.557
H18 -3.68857 0.51157 -3.22010  0.229
C6 3.52843 -0.59943 -0.69710  0.010
C7 4.52443 -1.56643 -1.34910  -0.693
O5 3.77743 -2.52043 -2.08910  -0.512
H19 2.75843 -1.03743 -0.01410  -0.275
H20 2.90143 -0.03243 -1.37010  -0.083
H21 3.97943 0.13057 -0.04310  0.488
H22 5.08343 -2.05843 -0.56010  0.426
H23 5.17443 -1.09843 -2.10610  0.269
H24 4.36743 -3.29743 -2.15610  0.251
C8 -0.72157 -2.41943 3.50690  -1.250
C9 0.25043 -2.95743 2.39390  -0.424
O6 0.07043 -2.30943 1.18090  -0.191
H25 -0.62157 -2.91943 4.45890  0.469
H26 -1.74957 -2.60143 3.35990  0.370
H27 -0.59157 -1.35143 3.58390  0.095
H28 0.08643 -4.04143 2.35590  0.362
H29 1.24943 -2.82543 2.66590  0.326
H30 0.20543 -1.36443 1.22090  -0.216
C10 2.05943 0.51957 -4.22310  -1.087
C11 1.77643 -0.97243 -3.88210  0.727
O7 0.62043 -1.27143 -4.60210  -0.576
H31 1.21243 1.13757 -3.97610  0.020
H32 2.21843 0.68857 -5.31510  0.388
H33 3.01343 0.84357 -3.74810  0.294
H34 1.65243 -1.14643 -2.83510  -0.437
H35 2.55043 -1.73043 -4.26010  0.363
H36 0.53943 -2.25443 -4.71610  0.337
C12 -1.72757 -1.80143 -2.06110  -0.578
C13 -1.49257 -3.28543 -2.19010  -0.296
O8 -2.73757 -3.90243 -1.92110  -0.591
H37 -2.31257 -1.45743 -2.87010  0.448
H38 -0.85757 -1.14243 -1.89210  -0.354
H39 -2.39257 -1.48043 -1.29310  0.519
H40 -0.78957 -3.62943 -1.43010  0.169
H41 -1.07757 -3.52343 -3.18010  0.260
H42 -2.90957 -3.77843 -0.94510  0.357
C14 0.33643 0.80757 -0.67110  0.760
C15 0.97343 1.30657 0.61890  -1.012
O9 0.44643 0.43957 1.56290  1.016
H43 0.66943 1.41357 -1.48410  0.528
H44 -0.73157 0.90457 -0.64810  -0.076
H45 0.60743 -0.20043 -0.90510  -1.122
H46 0.58043 2.26757 0.85690  0.313
H47 2.04543 1.32257 0.66090  0.486
H48 0.74043 0.74657 2.45090  -0.594
C16 0.78743 3.14357 4.23990  -0.741
O10 0.87043 1.76957 4.05590  -0.357
H49 -0.02857 3.48257 4.87590  0.233
H50 0.77343 3.65757 3.30390  0.268
H51 1.74043 3.35957 4.74390  0.366
H52 0.97443 1.29957 4.88490  0.220
C17 3.54743 -0.61643 3.44390  -0.594
O11 4.48243 -1.66043 3.38390  -0.606
H53 2.78043 -0.94743 4.08890  0.330
H54 3.16843 -0.42343 2.41790  0.067
H55 3.87943 0.27257 3.84990  0.471
H56 4.16543 -2.31143 2.70990  0.321
C18 -1.70257 5.35457 0.62090  -0.796
O12 -1.44057 3.92757 0.66890  -0.356
H57 -2.59857 5.64157 1.24090  0.274
H58 -1.82157 5.78157 -0.39910  0.299
H59 -0.87357 5.94057 0.98890  0.309
H60 -2.14457 3.46357 0.17590  0.105

Cartesian forces (eV/Å) of the 3 atoms listed first:
N 0.7 1.4 1.4
C -2.8 -3.7 8.7
N 2.3 -3.2 -3.1

Entry 2:
Molecular formula: C5H8N2
Method: DFT, ωB97M-V/def2-TZVPD

Calculated total energy (Ha): -303.98942
Highest occupied orbital energy (eV): -20.7
ΔE to the lowest compared entry with this formula, charge and spin (kcal per mole): 48.3
Total charge: +2

Last column: Mulliken charge in e.
CARTESIAN COORDINATES (ANGSTROEM)
C1 -1.48989 -0.75058 0.17341  -0.032
C2 0.22835 -0.19999 1.78217  0.017
C3 0.03638 0.49757 -1.22936  -0.065
C4 1.20078 -0.05747 -0.43948  -0.832
C5 -1.31624 0.09708 -0.97139  -0.177
N1 1.18402 0.23384 1.03623  -0.035
N2 -0.78049 -0.87588 1.23275  -0.278
H1 -2.36638 -1.45095 0.03002  0.422
H2 0.34816 -0.14595 2.81625  0.460
H3 -0.35439 1.38745 -0.63541  0.297
H4 0.38185 0.81736 -2.22489  0.488
H5 1.02808 -1.02577 -0.69771  0.439
H6 2.10203 0.38184 -0.74103  0.502
H7 -2.15581 0.43696 -1.70087  0.478
H8 1.95356 0.65449 1.56932  0.315

Cartesian forces (eV/Å) of the 3 atoms listed first:
C -1.3 -1.5 1.7
C 0.4 0.2 -2.2
C 0.0 0.4 -0.5